Density functional theory data (wB97M-V/def2-TZVPD) for C25H21ClN4O3S in the gas phase.

Output
- HOMO: -8.463 eV
- Energy above the lowest of the compared OMol25 structures with the same formula, charge and spin: 0.460 eV
- Spin multiplicity: 1
- Frontier orbital gap: 8.33 eV

Last columns: bonded neighbours and bond lengths (Å).
Atoms and positions in Å:
1 O 3.90 3.51 -2.41  C2 1.214
2 C 3.86 2.31 -2.31  O1 1.214, N3 1.352, C16 1.524
3 N 3.09 1.51 -3.08  C2 1.352, H4 1.012, C5 1.453
4 H 3.01 0.53 -2.83  N3 1.012
5 C 2.00 2.04 -3.89  N3 1.453, C6 1.494, H14 1.094, H15 1.093
6 C 0.70 1.57 -3.33  C5 1.494, C7 1.366, O10 1.350
7 C -0.07 2.01 -2.29  C6 1.366, C8 1.416, H13 1.072
8 C -1.12 1.08 -2.14  C7 1.416, C9 1.360, H12 1.071
9 C -0.92 0.14 -3.10  C8 1.360, O10 1.341, H11 1.072
10 O 0.18 0.42 -3.82  C6 1.350, C9 1.341
11 H -1.47 -0.74 -3.38  C9 1.072
12 H -1.91 1.11 -1.43  C8 1.071
13 H 0.09 2.91 -1.71  C7 1.072
14 H 2.10 1.69 -4.92  C5 1.094
15 H 2.08 3.13 -3.85  C5 1.093
16 C 4.67 1.54 -1.27  C2 1.524, H17 1.090, H18 1.090, C19 1.533
17 H 4.66 0.48 -1.49  C16 1.090
18 H 5.70 1.90 -1.29  C16 1.090
19 C 4.09 1.81 0.12  C16 1.533, H20 1.092, H21 1.090, C22 1.535
20 H 4.54 1.13 0.86  C19 1.092
21 H 4.30 2.83 0.42  C19 1.090
22 C 2.56 1.64 0.16  C19 1.535, N23 1.443, C34 1.520, H55 1.098
23 N 2.01 1.94 1.45  C22 1.443, C24 1.274
24 C 1.25 0.97 1.79  N23 1.274, C25 1.438, N33 1.408
25 C 0.44 0.79 2.97  C24 1.438, C26 1.393, C30 1.412
26 C 0.39 1.73 4.00  C25 1.393, C27 1.379, H54 1.078
27 C -0.41 1.49 5.10  C26 1.379, C28 1.392, H53 1.079
28 C -1.16 0.32 5.18  C27 1.392, C29 1.378, H52 1.080
29 C -1.11 -0.61 4.17  C28 1.378, C30 1.396, H51 1.078
30 C -0.31 -0.40 3.05  C25 1.412, C29 1.396, N31 1.376
31 N -0.30 -1.36 2.07  C30 1.376, C32 1.280
32 C 0.42 -1.18 1.02  N31 1.280, N33 1.376, S36 1.736
33 N 1.21 -0.07 0.85  C24 1.408, C32 1.376, C34 1.377
34 C 2.04 0.26 -0.20  C22 1.520, N33 1.377, O35 1.209
35 O 2.25 -0.45 -1.16  C34 1.209
36 S 0.45 -2.34 -0.27  C32 1.736, C37 1.831
37 C -0.80 -3.50 0.39  S36 1.831, C38 1.495, H49 1.091, H50 1.088
38 C -2.14 -2.85 0.54  C37 1.495, C39 1.388, C43 1.388
39 C -2.67 -2.10 -0.50  C38 1.388, C40 1.383, H48 1.079
40 C -3.90 -1.49 -0.36  C39 1.383, C41 1.385, Cl47 1.731
41 C -4.63 -1.62 0.82  C40 1.385, C42 1.384, H46 1.078
42 C -4.10 -2.37 1.85  C41 1.384, C43 1.383, H45 1.079
43 C -2.87 -2.98 1.72  C38 1.388, C42 1.383, H44 1.079
44 H -2.46 -3.56 2.53  C43 1.079
45 H -4.65 -2.47 2.77  C42 1.079
46 H -5.58 -1.13 0.92  C41 1.078
47 Cl -4.54 -0.55 -1.67  C40 1.731
48 H -2.11 -1.99 -1.42  C39 1.079
49 H -0.83 -4.31 -0.35  C37 1.091
50 H -0.44 -3.88 1.34  C37 1.088
51 H -1.69 -1.52 4.22  C29 1.078
52 H -1.78 0.15 6.05  C28 1.080
53 H -0.45 2.22 5.90  C27 1.079
54 H 0.98 2.63 3.91  C26 1.078
55 H 2.14 2.36 -0.56  C22 1.098